Computed, not measured: a 10-piece molecular cluster, C36H96N4O14 overall, with ωB97M-V with the def2-TZVPD basis set.

Element x y z (Å)
C: -0.51252 5.65573 1.67174
H: 2.33590 2.97765 -5.21463
N: -6.46675 7.80653 -7.10751
C: 5.09440 2.29309 1.23098
C: 3.04027 2.15309 -5.10478
H: 7.30641 -0.20237 -1.22964
H: -4.14072 4.41191 -4.24594
H: -7.29554 7.23184 -7.16186
H: 2.69895 1.54368 -5.94157
H: -2.63805 5.88252 2.14220
O: 4.73091 -4.78038 1.28372
C: 6.09666 4.43283 1.20860
C: -5.42160 -7.50149 -1.71396
C: -6.10826 -8.44075 -2.59689
H: 4.23444 0.93270 -1.66887
H: 3.75545 -7.35122 9.63916
H: -4.71385 10.16230 -6.71425
C: -6.64537 9.22772 -7.53629
H: -4.59773 12.87609 -9.23442
H: -5.27446 2.52420 4.29196
H: 0.30739 -7.56671 -2.28625
H: 3.57207 3.03462 -0.40892
H: 9.18795 1.19489 -1.44482
H: 1.31690 -5.98179 -2.56607
H: 5.82777 -4.31181 -0.19271
H: -4.61931 6.23930 -5.91256
H: -1.56482 5.88645 3.54256
C: 5.38673 -3.73978 0.62360
H: -6.92656 7.72629 -4.91421
C: 3.68782 1.57788 0.87730
C: -5.15566 1.46425 4.51667
H: -4.42216 -7.83578 -1.43563
H: 3.47594 -3.24511 6.67542
H: 5.44634 -3.86222 8.11335
H: 0.32173 5.86231 2.34216
H: 4.69614 -3.01862 0.18644
H: 5.11960 -5.08961 6.99868
H: 5.83202 -2.68265 2.48570
C: 0.42544 -2.82934 7.68992
H: 9.32568 1.38647 0.25663
H: 1.80364 2.55502 -2.48737
O: -0.67422 4.32736 1.40047
H: -6.25720 -9.36113 -2.03226
H: -7.36056 -3.56648 -0.32265
C: 1.19350 -3.71583 8.71293
H: 6.36533 4.44992 2.26484
H: -2.50870 -1.94823 -1.87838
O: 4.42448 -5.47386 9.00801
H: -1.03824 -1.00606 0.57404
H: -4.62034 9.45204 -8.28311
H: 2.93237 -4.91726 6.93659
H: -0.57273 -2.66022 8.09386
H: 0.51082 -7.14414 -4.88467
C: -7.09398 -1.56641 -2.80085
H: 1.72457 -8.40270 -4.29689
C: -6.53434 0.78306 4.25615
H: -1.17727 -2.18181 5.79724
H: -5.56210 8.60799 -5.29075
H: -6.88922 -1.52258 -0.55359
O: -7.63529 -3.27648 -1.19559
C: 9.70340 0.79008 -0.57388
O: 4.90797 3.70648 0.98702
H: 5.87639 1.91399 0.57305
H: -7.08474 -8.02763 -2.84968
C: 6.35517 -3.06011 1.60711
H: -6.42484 -0.28911 4.09318
H: 3.26738 -6.95022 -4.32507
H: 7.14544 -3.76321 1.87022
H: -0.45994 6.13498 0.69417
H: 2.75389 -3.78935 1.28741
H: 2.60450 0.35658 -1.48122
H: 7.66136 -1.43821 1.49984
H: 0.78589 -4.71589 8.56513
O: 2.80034 1.43282 -3.91284
H: 5.29200 2.12675 2.28993
O: -5.55425 11.21479 -8.38628
C: -1.85210 -0.84625 -0.13319
C: 7.58887 -2.22525 -0.42327
H: -5.96331 -7.38594 -0.77520
C: 3.36347 -4.03785 7.41502
H: -7.37724 9.79743 -6.96367
H: -1.66984 7.24001 2.57628
H: 2.92435 1.66740 1.65009
C: 1.16164 -7.04923 -2.72281
H: 0.80313 -3.45369 9.69628
O: 0.40877 -3.52817 6.45459
O: -5.07109 1.51597 5.95838
C: -4.41867 5.13022 -3.47465
H: 2.92491 -4.40180 9.29445
H: -5.21308 4.72209 -2.84980
H: -6.18451 -2.16268 -2.87452
C: -6.11399 7.73558 -5.64067
N: 7.02400 -1.97061 0.92502
O: -4.90262 -6.36483 -2.39435
H: -5.52490 -8.50260 -3.51557
H: -8.54670 -1.45530 -1.15485
O: -1.94708 -3.25059 -0.39861
H: -2.48550 -3.81133 -0.96187
H: 6.81291 -2.78319 -0.94737
C: -5.44813 6.44165 -5.23418
H: 2.79605 -5.09409 2.29993
C: -1.64084 6.15392 2.48863
C: -0.68840 -3.14856 5.67686
C: 1.36238 -7.37595 -4.24496
C: 3.70330 -6.70334 8.76416
H: -4.33581 2.05266 6.26320
O: 2.44285 -6.50677 -4.53744
H: -7.29708 0.93769 5.01933
H: 4.33722 -7.16008 8.00413
N: 2.64194 -3.65047 8.68163
N: 3.18296 2.10353 -0.36686
C: 8.09265 -0.95359 -1.15476
H: 0.04975 4.02886 0.84516
C: 2.80067 2.16840 -2.69850
H: -7.11800 9.13604 -8.51421
H: 8.24201 -1.19702 -2.20668
H: -3.73599 11.34307 -9.35777
C: 3.45725 -4.30538 1.94095
H: 2.67649 -6.69357 8.39854
H: 3.92150 0.51705 0.78707
H: -6.89768 1.22665 3.32916
H: 3.87446 -3.58164 2.64112
H: 8.43441 -2.91049 -0.36292
O: 9.31937 -0.60508 -0.49511
H: -3.59174 5.44040 -2.83584
C: -7.56087 -1.88542 -1.33163
H: -3.68064 12.20097 -7.94915
H: -0.28609 -3.15061 4.66383
H: -5.68721 -5.83065 -2.53809
C: 4.67181 -4.58406 7.85424
H: 1.97730 -7.42187 -2.10318
H: 3.50841 2.99595 -2.65011
H: -4.36080 1.10321 3.86401
H: 0.89935 -1.87534 7.45887
H: 5.91539 5.46785 0.91880
H: -1.39768 -3.97608 5.66164
H: 6.83045 4.13173 0.46093
C: 3.20670 1.26426 -1.52079
H: -0.80530 -2.09751 -1.68040
C: -4.39835 11.93348 -8.72468
H: -2.71368 -0.78995 0.53211
H: -7.93845 -1.71308 -3.47425
H: 10.78442 0.92379 -0.61434
C: -5.29304 9.99990 -7.62325
H: -5.98916 5.51009 -5.40026
H: -6.77510 -0.52688 -2.87690
C: -1.73637 -2.04847 -1.11579
H: -1.94994 0.11821 -0.63154
H: 4.05023 2.52206 -5.28349
O: -4.97409 6.36601 -3.86784

The value obtained for the frontier orbital gap is 8.6 eV. As for the energy above the lowest of the compared OMol25 structures with the same formula, charge and spin: 861.7 kJ/mol.